A structure of composition C34H49BeN4O5 in a non-equilibrium geometry. Source: the OMol25 dataset; level of theory: ωB97M-V/def2-TZVPD.

The geometry in ORCA input format:
```
! RIJCOSX wB97M-V def2-TZVPD def2/J DEFGRID3
* xyz 1 1
O 1.5387 7.5334 0.6635
O 5.6254 -3.1207 -2.7038
O 1.4697 -8.1568 2.5442
O -0.2687 1.5679 -0.0669
O -3.1523 5.8778 5.7673
N -1.7744 -6.1572 -4.0702
N 4.6418 4.9532 -3.4871
N -2.5698 -2.9400 5.8460
N -4.3063 3.0414 -5.7549
C -0.0020 -9.8834 1.5526
C -3.7596 -2.4509 6.3229
C 3.4942 7.3190 1.9384
C -4.6411 3.1666 -7.0793
C -2.6609 4.9504 5.1134
C 4.9398 -5.3719 -2.1533
C -4.1603 -6.8002 -4.0277
C 5.4307 5.8489 -4.0402
C 5.1329 3.7388 -3.1311
C -3.4353 -4.6443 -3.2246
C 7.2728 4.3136 -3.9339
C 1.2363 0.8139 1.7527
C -4.4585 -5.5557 -3.4248
C -1.1637 4.7651 5.1507
C 5.2509 -3.8883 -1.8742
C 6.4511 3.3866 -3.3784
C 5.3352 -3.5005 -0.4074
C 0.4435 -8.4377 1.8999
C -2.6456 -0.9338 7.7083
C -1.4020 -2.4592 6.3514
C -6.5754 1.7914 -6.9457
C -2.1596 -4.9302 -3.6721
C -1.3883 -1.4783 7.3693
C -2.8299 -7.0515 -4.3193
C -3.4420 3.8912 4.3957
C 2.2028 7.9822 1.5934
C 1.7373 9.2378 2.3649
C -6.2994 1.7131 -5.6146
C -3.8235 -1.4154 7.2689
C 0.2812 0.4139 0.6047
C 6.7963 5.5408 -4.2518
C -5.6671 2.5451 -7.7494
C -5.1792 2.3209 -5.0416
C -0.5330 -7.4264 1.3379
Be -0.3046 5.0317 -3.5822
H -0.4527 -1.0604 7.7104
H 4.6356 -4.0979 0.1772
H -7.0729 1.1886 -5.0733
H -3.9420 3.8193 -7.5809
H 0.9021 9.7531 1.8906
H 4.6194 3.1474 -2.3875
H -0.1743 -6.4152 1.5304
H -2.8060 3.0540 4.1083
H -5.6589 2.5597 -8.8293
H 4.2294 -5.8661 -1.4906
H -4.9210 -7.5301 -4.2621
H 5.1924 -2.4274 -0.2807
H 6.3383 -3.6650 -0.0138
H 0.9121 -0.2409 0.0036
H 6.9448 2.4365 -3.2369
H -0.9968 3.8549 5.7268
H 0.2274 -10.1979 0.5344
H 3.2529 6.2956 2.2258
H -1.2710 -4.3389 -3.5072
H -0.5653 -7.5863 0.2602
H -4.7784 -1.0061 7.5640
H -0.3582 -0.2465 1.1904
H -7.3175 1.0754 -7.2666
H -2.5079 -0.0759 8.3496
H -1.0866 -9.9300 1.6500
H 1.4846 8.9059 3.3719
H -5.4557 -5.3578 -3.0602
H 7.3943 6.3663 -4.6089
H -4.6668 -3.0009 6.1206
H 2.6458 9.8393 2.3331
H 0.4806 -10.5687 2.2494
H 4.5428 -5.4513 -3.1653
H -2.5064 -8.0244 -4.6586
H -0.6178 4.6695 4.2122
H 5.9730 -5.7109 -2.0773
H -0.6980 5.5990 5.6758
H 3.9830 7.8894 2.7282
H 5.0558 6.8234 -4.3162
H -5.0290 2.3360 -3.9722
H -3.8271 4.3826 3.5022
H 2.1310 1.3100 1.3765
H 4.1525 7.3747 1.0715
H -0.4944 -2.8594 5.9241
H 0.8713 1.3014 2.6568
H 8.3025 4.1411 -4.2100
H -3.5565 -3.7591 -2.6177
H -4.3541 3.5305 4.8713
H -1.4838 -7.2628 1.8453
H 1.6491 -0.1163 2.1432
*
```

Results
Frontier orbital gap (eV): 1.844
Lowest unoccupied orbital energy (eV): -9.158
Relative energy (zero: lowest compared OMol25 entry of this formula, charge and spin) (kcal per mole): 255.6

---

A structure of composition C34H49Cl2N2OP3ReS in a non-equilibrium geometry. Source: the OMol25 dataset; level of theory: ωB97M-V/def2-TZVPD.

The geometry in ORCA input format:
```
! RIJCOSX wB97M-V def2-TZVPD def2/J DEFGRID3
* xyz 2 4
Re 0.3322 -0.5037 2.1794
Cl -0.0284 -1.0681 4.4896
Cl 2.3858 0.6652 2.7509
S -0.7800 1.6777 2.5116
P -3.5960 -2.2811 0.3982
P 1.3631 1.0634 -2.4527
P 1.7331 -2.3131 2.2179
O -1.8296 -0.2920 -1.3500
N -2.2571 1.3823 4.6960
N -0.1695 2.4113 4.9860
C 4.6805 0.8718 -5.0911
C 1.0677 -1.5371 -3.2209
C -0.6235 2.9719 -2.9058
C 0.3059 -0.3540 0.0092
C -1.0850 1.8357 4.2058
C -1.3947 -1.5000 1.8357
C 3.4594 0.6010 -4.4736
C -1.3336 3.9483 -3.5737
C 0.6891 -2.6057 -4.0255
C -0.8100 4.5725 -4.7021
C 3.0431 -2.3449 0.9776
C -0.3702 -1.0763 -5.5531
C 0.6414 2.5562 -3.3136
C 0.2843 1.8134 6.2367
C 1.1936 3.2271 -4.4554
C -1.0073 -1.1591 -0.5282
C 0.7142 -0.2272 -3.5383
C 5.5777 1.7770 -4.5218
C -2.5492 1.3131 6.1182
C -3.5618 -3.4138 -0.9706
C 2.6662 -2.5852 3.7521
C -0.0192 -2.3816 -5.2020
C 1.0454 0.6019 -0.7943
C 0.4628 4.2145 -5.1336
C 4.0144 2.1207 -2.7063
C -4.1000 -3.1170 1.8987
C -4.6561 -0.8892 0.0640
C 0.8376 3.2960 4.3893
C 0.8487 -3.8738 2.0272
C -1.9170 -1.6497 0.6357
C -3.2937 0.8511 3.8011
C -0.0093 -0.0070 -4.7280
C 3.0763 1.2308 -3.2556
C 5.2309 2.3859 -3.3148
H -3.4079 -3.9421 2.1362
H -3.0192 -2.9600 -1.8141
H -1.0380 2.4973 -2.0030
H -5.5425 -1.2522 -0.4938
H -0.2969 1.0006 -5.0400
H 2.1826 2.9901 -4.8218
H 0.8895 4.7039 -6.0153
H -4.1205 -2.4184 2.7520
H -3.3500 1.4899 2.9194
H 5.9356 3.0892 -2.8502
H 1.2731 2.1812 6.4561
H -4.5988 -3.6331 -1.2741
H 1.9126 1.2165 -0.2992
H -0.7184 -2.0903 -1.0827
H -1.3982 5.3417 -5.2476
H 2.6138 -2.3968 -0.0273
H -3.0672 -4.3499 -0.6740
H 0.9604 -3.6255 -3.7270
H 1.9998 -2.9047 4.5620
H 4.9435 0.3868 -6.0378
H -2.3066 2.2657 6.6208
H -2.0133 0.4814 6.5999
H -0.9147 -0.8961 -6.4787
H 0.3311 0.6957 6.1734
H 1.2710 3.9158 5.1480
H 3.6565 -3.2397 1.1608
H 3.4108 -3.3753 3.5689
H 1.6248 2.7081 3.8827
H 1.6550 -1.7164 -2.3125
H 6.5363 2.0152 -5.0209
H -1.9724 -1.8721 2.7713
H -0.3870 2.0887 7.0799
H 3.7597 2.6025 -1.7589
H -1.3430 -0.0410 -2.1471
H 0.3105 -3.8886 1.0711
H -5.1092 -3.5295 1.7533
H 0.1233 -3.9998 2.8409
H -0.2882 -3.2312 -5.8568
H -4.0997 -0.1631 -0.5398
H 3.6661 -1.4457 1.0606
H -3.0625 -0.1715 3.4947
H -4.9878 -0.4216 1.0058
H -4.2405 0.8524 4.3300
H 0.3417 3.9390 3.6188
H 2.7999 -0.1219 -4.9555
H -2.3333 4.2415 -3.2126
H 1.5755 -4.6971 2.0483
H 3.1873 -1.6701 4.0593
H -3.6071 1.1415 6.2066
*
```

Results
Frontier orbital gap (spin up / spin down) (eV): 7.973 / 6.373
Lowest unoccupied orbital energy (spin up / spin down) (eV): -4.946 / -6.619
Relative energy (zero: lowest compared OMol25 entry of this formula, charge and spin) (kcal per mole): 45.9

---

A structure of composition C34H49ClFeNOP2 in a non-equilibrium geometry. Source: the OMol25 dataset; level of theory: ωB97M-V/def2-TZVPD.

The geometry in ORCA input format:
```
! RIJCOSX wB97M-V def2-TZVPD def2/J DEFGRID3
* xyz 0 6
Fe -0.1662 0.4923 -0.0173
Cl -3.3191 -2.9246 -2.5235
P 0.6105 2.5360 0.8836
P 0.5295 -1.6994 0.5728
O -1.1253 0.8300 -1.6027
N 1.9021 0.5504 -0.6372
C 1.7253 2.9249 -0.5136
C 5.0198 -1.4033 -0.3647
C 2.0408 4.1890 -0.9893
C -3.9651 -2.3992 0.0726
C 1.7429 2.7392 2.3835
C 2.9046 1.9481 -2.3832
C 2.7801 -0.4665 -0.4660
C -5.9305 -4.4459 0.0581
C -4.7473 -2.7125 1.2246
C -5.7021 -3.6933 1.2094
C -1.5021 3.8519 2.1182
C -1.0223 0.9401 -4.0155
C -0.4994 4.0454 0.9823
C 0.1663 -2.7978 -1.9160
C 2.2313 4.1569 2.6614
C -0.1330 -3.1254 -0.4558
C 2.3053 -1.6562 0.1538
C -3.2151 0.9762 -2.7671
C 3.1938 3.2148 -2.8492
C 1.3098 -1.4344 3.2237
C 0.5755 -2.4093 2.3109
C 2.9358 1.8024 2.2051
C -1.7279 1.3619 -2.7178
C 2.7945 4.3398 -2.1447
C -1.2445 4.2035 -0.3389
C -0.8551 -2.6262 2.7834
C -4.2187 -3.2076 -1.0778
C 0.3475 -4.5227 -0.0902
C 2.2069 1.7710 -1.1823
C -5.1738 -4.1982 -1.0804
C 4.1666 -0.3746 -0.7018
C 3.1889 -2.6683 0.4984
C -3.0628 -1.3592 0.0890
C 4.5424 -2.5626 0.2276
H 0.0855 -4.7865 0.9389
H -1.8259 3.2981 -0.5474
H -4.5769 -2.1245 2.1207
H -6.6833 -5.2283 0.0470
H 1.1163 -3.3643 2.3149
H 1.2912 -1.7884 4.2585
H -1.3984 -3.3006 2.1150
H -3.6825 1.1829 -1.8028
H -2.9323 -0.7614 0.9856
H -2.2007 4.6948 2.1524
H 0.0991 4.9455 1.1689
H -2.4976 -1.0593 -0.7843
H 3.5991 2.1719 1.4176
H -1.2216 -3.0801 -0.3059
H 2.8286 -3.5498 1.0185
H 2.9501 4.1349 3.4911
H -1.2128 -0.1178 -4.2275
H 1.6974 5.0736 -0.4568
H -1.9336 5.0546 -0.2911
H -5.3401 -4.7805 -1.9801
H 1.2395 -2.8955 -2.1180
H 3.7419 3.3255 -3.7803
H -0.5567 4.3767 -1.1704
H -1.3918 -1.6709 2.8038
H 5.2187 -3.3573 0.5195
H 4.5692 0.5434 -1.1192
H -1.6602 2.4729 -2.6597
H 1.4298 -4.6114 -0.2225
H -3.3185 -0.0920 -2.9821
H -0.8746 -3.0546 3.7902
H 1.4136 4.8214 2.9524
H -0.3739 -3.4815 -2.5788
H -2.0768 2.9335 1.9514
H 3.1874 1.0730 -2.9559
H 6.0854 -1.2924 -0.5448
H 0.8333 -0.4467 3.1900
H -0.1355 -1.7690 -2.1479
H 2.6058 0.7983 1.9255
H -6.2962 -3.8770 2.0978
H 3.0406 5.3303 -2.5100
H -1.3907 1.5397 -4.8569
H 2.7404 4.5745 1.7868
H 1.1478 2.3940 3.2447
H 2.3535 -1.3274 2.9149
H -0.1352 -5.2558 -0.7469
H 3.5131 1.7308 3.1362
H -1.0033 3.7761 3.0870
H -3.7350 1.5448 -3.5457
H 0.0572 1.0950 -3.9176
*
```

Results
Frontier orbital gap (spin up / spin down) (eV): 7.203 / 5.814
Lowest unoccupied orbital energy (spin up / spin down) (eV): 0.534 / -0.841
Relative energy (zero: lowest compared OMol25 entry of this formula, charge and spin) (kcal per mole): 0.0

---

A cluster of 5 separate species, C34H49F5NO14S in total in a non-equilibrium geometry. Source: the OMol25 dataset; level of theory: ωB97M-V/def2-TZVPD.

The geometry in ORCA input format:
```
! RIJCOSX wB97M-V def2-TZVPD def2/J DEFGRID3
* xyz -1 1
S 3.3323 -2.8797 -1.6033
F 3.8499 5.6282 -0.8974
F 5.0595 4.7255 0.6267
F 2.8194 4.9652 1.7830
F 4.2815 3.5150 -1.0171
F 1.6920 4.7813 -0.0476
O 2.1952 -3.1872 2.9385
O -2.0361 -2.4346 0.6490
O 5.1159 -0.1964 3.4297
O 1.6657 -5.3000 2.7048
O -3.5390 -0.2227 -1.0545
O 4.7264 -3.1940 2.7505
O -6.7361 0.3702 1.8179
O 4.2105 2.5965 2.5020
O -6.0922 2.4622 1.8278
O 0.8376 2.3172 -0.5832
O 6.7402 0.1652 1.9102
O 1.2071 4.5240 -5.3480
O -4.3934 0.5166 -2.9373
O 1.0176 4.8668 -7.5079
N 2.4642 2.8796 0.9707
C -4.1604 0.6404 -1.6080
C 2.7017 4.2451 0.6472
C 1.2899 -0.4466 -1.7753
C -6.3661 1.4868 2.4719
C 2.0094 4.3920 -4.1642
C 2.6101 0.7672 -0.0003
C -8.2481 -1.0891 3.0565
C 4.5247 -0.1809 1.1816
C 2.4303 -0.3662 -0.7903
C 0.3933 -1.7130 -1.6400
C 4.4114 -1.3226 0.3603
C -4.6076 1.8876 -0.8874
C -5.2805 1.3765 -3.6492
C 5.5793 -0.0475 2.2882
C -1.0781 -1.3599 -1.3690
C 2.0595 -4.3906 4.9703
C 1.7009 4.9458 -6.5219
C -6.3814 1.5045 3.9821
C 1.6216 -6.6347 3.2015
C 3.3828 -1.3934 -0.6002
C 0.2801 -6.9585 3.8276
C 4.7054 -3.5591 1.3801
C 5.3945 -2.4542 0.5457
C -4.5853 2.6349 -4.1272
C -6.8709 -0.9033 2.4534
C -1.7903 -2.5745 -0.7412
C 2.0060 -4.2422 3.4711
C 3.0695 5.5886 -6.5585
C 3.6229 0.8487 0.9494
C -0.9542 -2.8792 1.4400
C 2.0969 5.6880 -3.3882
C 4.0253 4.5012 -0.1617
C 3.5382 2.1726 1.6261
C 1.8280 2.0299 0.0182
H 2.3739 -5.3761 5.3068
H -9.0147 -0.9480 2.2944
H -6.1689 1.5969 -3.0552
H -0.7908 -3.9537 1.3251
H 1.0780 -4.1586 5.3832
H -0.0363 -2.3286 1.2335
H -2.7516 -2.7522 -1.2156
H 1.0968 6.0463 -3.1419
H -3.8108 2.6303 -0.9284
H -1.1764 -0.5221 -0.6887
H 0.4285 -2.2262 -2.5993
H -3.7176 2.3777 -4.7344
H -1.5878 -1.1791 -2.3093
H -7.3632 1.8330 4.3209
H 0.6286 0.3944 -1.6163
H -8.3482 -2.0911 3.4743
H -0.5220 -6.7784 3.1114
H -4.7952 1.6300 0.1462
H 2.6530 5.5431 -2.4701
H -5.2649 3.2435 -4.7252
H 1.5065 3.6375 -3.5609
H 2.4524 -6.8243 3.8823
H 0.0843 -6.3329 4.6988
H -5.6158 0.7942 -4.5072
H -6.1406 0.5469 4.4376
H 0.2459 -8.0035 4.1388
H 6.2608 -2.0863 1.0838
H -8.4407 -0.3650 3.8488
H 0.7921 -2.3640 -0.8742
H 3.9858 -2.5786 2.8737
H -6.0745 -1.0596 3.1812
H 5.1972 -4.5203 1.2491
H 2.5879 6.4722 -3.9677
H 2.7832 -3.6726 5.3482
H 5.6723 -2.8267 -0.4358
H 3.4211 -2.3697 -2.8432
H 3.7664 5.1874 -5.8270
H -5.5275 2.3178 -1.2764
H -4.2295 3.2364 -3.2910
H -6.7124 -1.6332 1.6618
H 3.6616 -3.5908 1.0660
H -1.2113 -2.6783 2.4793
H -1.1899 -3.4728 -0.9280
H 1.6529 -0.3262 -2.7979
H -5.6348 2.2193 4.3175
H 1.7827 -7.2688 2.3306
H 2.9592 6.6609 -6.4046
H 3.4969 5.4153 -7.5430
H 2.9933 3.9891 -4.4084
*
```

Results
Frontier orbital gap (eV): 6.813
Lowest unoccupied orbital energy (eV): 1.935

---

Across the entries above, DFT total energy takes the values -1934.19360, -3930.12433, -3861.56636, -3330.69431 Ha, respectively.
Across the entries above, molar mass takes the values 602.80, 883.88, 641.02, 822.82 Da, respectively.